No. 1
This record from the Open Molecules 2025 dataset describes a molecular structure, C22H19N9OV. The level of theory is ωB97M-V/def2-TZVPD.

```
! RIJCOSX wB97M-V def2-TZVPD def2/J DEFGRID3
* xyz 2 4
C 1.119 1.647 2.595
C 0.571 -2.887 0.210
H -1.428 -1.287 -1.748
N -0.453 -2.866 -0.707
C 3.507 0.718 -0.889
C 2.375 5.203 -0.895
H -2.409 1.824 3.993
H -2.870 0.654 1.448
C -1.048 -6.222 -2.142
C -0.692 -1.580 -1.018
H -3.000 2.422 1.480
H 3.560 -0.359 -0.878
C -2.434 -6.206 -2.279
H 0.686 -5.115 -1.549
C 0.969 1.760 3.960
C 1.973 3.880 -0.763
C -2.321 1.587 1.301
N 4.180 2.814 -1.056
H -1.232 4.307 -0.380
C -0.316 1.821 4.483
N 2.424 1.461 -0.726
C -0.393 -5.116 -1.629
H 1.839 1.802 4.599
N 0.075 1.591 1.752
C -3.165 -5.086 -1.893
H 0.928 -3.802 0.648
H -0.489 6.691 -0.602
V 0.292 1.391 -0.357
H -0.487 -7.094 -2.447
N 1.499 6.196 -0.834
N -3.658 -8.265 -3.251
H 3.417 5.452 -1.050
H 5.514 1.278 -1.249
C -3.113 -7.352 -2.820
N 4.548 1.523 -1.084
C -2.512 -3.986 -1.365
H -4.241 -5.087 -1.993
H -2.564 1.658 -0.669
C 0.919 -1.591 0.418
C -0.191 4.559 -0.525
C 0.224 5.879 -0.649
H -3.082 -3.131 -1.026
C -1.162 1.657 2.258
N 0.122 -0.772 -0.357
H -0.473 1.911 5.549
N 0.683 3.555 -0.585
H 1.660 -1.196 1.093
H 2.102 1.602 2.143
C -1.395 1.771 3.619
O -1.824 1.650 -0.050
C -1.131 -4.008 -1.244
C 2.893 2.747 -0.843
*
```

Output
**LUMO level (alpha / beta)**: -6.1 / -6.3 eV
**<S²>**: 3.76
**Energy above the lowest of the compared OMol25 structures with the same formula, charge and spin**: 0.0 kcal per mole
**Gap between HOMO and LUMO (alpha / beta)**: 8.0 / 7.9 eV

=====

No. 2
This record from the Open Molecules 2025 dataset describes a molecular structure, C29H14Cl2F15GeO2PtSSi in a non-equilibrium geometry. The level of theory is ωB97M-V/def2-TZVPD.

```
! RIJCOSX wB97M-V def2-TZVPD def2/J DEFGRID3
* xyz -1 1
C 3.335 0.662 -6.541
C -1.113 -0.869 -5.410
C 2.577 2.519 0.510
C -1.011 4.094 -5.441
C 2.064 0.585 -6.006
H -3.560 -2.288 0.188
F 2.774 -0.663 -2.720
H 0.134 0.494 1.817
C 4.413 0.281 -5.766
C -2.605 -0.648 2.933
C -1.387 -2.595 -7.091
F 5.256 -0.540 -3.737
C -1.078 2.727 -5.243
F -0.850 -3.511 -7.902
H 0.373 -1.213 1.350
C 4.022 4.515 0.672
C -2.917 0.862 0.288
C 0.538 2.882 -3.540
H -1.989 -2.313 -0.616
O 2.865 -0.435 0.236
H -2.165 -3.035 0.987
C -3.317 -1.485 -6.223
H -2.112 -1.476 3.452
F 0.724 -2.094 -6.273
S -0.629 -0.793 -2.198
H -3.086 1.699 0.973
C 2.796 3.942 0.484
F 1.538 4.972 -3.049
C 5.010 2.345 0.901
C -0.325 2.086 -4.277
C -2.494 -0.746 -5.397
F -1.759 4.689 -6.377
C 3.769 0.286 0.601
C -0.592 -1.836 -6.249
F -3.075 0.109 -4.550
F -3.533 -3.135 -7.883
Pt 0.640 0.336 -0.619
Cl 1.409 4.958 0.255
C -2.754 -2.408 -7.082
C 1.816 0.136 -4.721
Si -2.035 -0.556 1.137
F -4.644 -1.333 -6.198
C -0.145 4.852 -4.680
Cl 6.699 4.452 1.161
C 5.139 3.704 0.897
F 1.039 0.953 -6.796
H -2.300 1.219 -0.539
Ge -0.065 0.122 -4.053
F -1.886 2.038 -6.061
F -0.063 6.167 -4.879
H 4.128 5.592 0.659
O 1.384 2.079 0.445
C 0.656 4.245 -3.732
H -2.374 0.273 3.475
F 5.648 0.350 -6.263
C 4.209 -0.169 -4.478
F 3.535 1.094 -7.791
C 3.765 1.736 0.677
H 5.878 1.716 1.069
C -2.481 -2.201 0.351
H 4.735 -0.185 0.885
H -3.884 0.550 -0.117
H -3.687 -0.813 2.991
C -0.185 -0.296 1.131
F 1.351 2.309 -2.636
C 2.921 -0.231 -3.974
*
```

Output
**LUMO level**: 2.1 eV
**Gap between HOMO and LUMO**: 6.8 eV

=====

No. 3
This record from the Open Molecules 2025 dataset describes 2 unconnected molecules or ions with the total composition C13H19N in a non-equilibrium geometry. The level of theory is ωB97M-V/def2-TZVPD.

```
! RIJCOSX wB97M-V def2-TZVPD def2/J DEFGRID3
* xyz 0 1
C -3.313 0.878 -0.225
H 3.295 -1.446 2.316
H -5.288 0.373 0.608
H -0.649 -2.464 0.744
H 2.221 -0.403 -2.864
H -4.401 0.126 -1.884
H 4.312 0.584 -2.244
H -0.065 -1.621 -1.494
C 1.946 -1.031 -0.823
C -4.204 0.137 0.793
H -2.286 2.761 -0.392
H 5.478 -0.310 1.355
H -3.937 -0.903 0.805
H -2.096 1.968 1.105
C 3.769 0.077 -1.482
C 1.286 -2.005 1.727
H -2.551 0.106 -0.322
H -5.187 1.546 -0.998
H 6.057 0.544 -0.161
H -3.536 2.859 0.798
H 0.932 -2.281 2.743
H 5.220 1.265 0.980
C 3.970 -0.200 -0.153
C 2.524 -1.409 1.556
C -2.854 2.165 0.321
C 5.159 0.241 0.550
C 0.351 -2.053 0.626
C 0.677 -1.619 -0.676
H -3.855 1.689 -2.118
H -4.039 0.582 1.772
C -4.199 1.064 -1.359
N 2.435 -0.307 -1.883
C 2.831 -0.914 0.282
*
```

Output
**LUMO level**: 0.9 eV
**SMILES string**: Cc1c[nH]c2ccccc12.CC(C)C
**Energy above the lowest of the compared OMol25 structures with the same formula, charge and spin**: 43.9 kcal per mole
**Gap between HOMO and LUMO**: 8.7 eV

=====

No. 4
This record from the Open Molecules 2025 dataset describes 2 unconnected molecules or ions with the total composition C3H12N2O in a non-equilibrium geometry. The level of theory is ωB97M-V/def2-TZVPD.

```
! RIJCOSX wB97M-V def2-TZVPD def2/J DEFGRID3
* xyz 1 2
H -1.586 -0.508 -1.432
H 0.305 0.789 0.536
H 0.183 1.085 -2.124
H -1.178 -1.168 1.457
C -0.391 -1.281 0.706
H -2.023 0.838 -0.243
H 1.955 -0.121 -0.490
H 1.015 -1.091 -1.382
O 1.485 0.613 2.435
H 0.666 0.942 2.820
H -0.743 -2.089 0.043
N 1.079 -0.145 -1.003
H 0.509 -1.679 1.175
C -1.270 0.413 -0.902
C -0.077 -0.050 -0.046
H 2.148 0.660 3.127
H -1.278 1.427 -2.791
N -0.800 1.364 -1.885
*
```

Output
**LUMO level (alpha / beta)**: -3.0 / -8.4 eV
**<S²>**: 0.75
**Energy above the lowest of the compared OMol25 structures with the same formula, charge and spin**: 9.6 kcal per mole
**Gap between HOMO and LUMO (alpha / beta)**: 12.0 / 6.5 eV

=====

No. 5
This record from the Open Molecules 2025 dataset describes C2H4N2O in the gas phase in a non-equilibrium geometry. The level of theory is ωB97M-V/def2-TZVPD.

```
! RIJCOSX wB97M-V def2-TZVPD def2/J DEFGRID3
* xyz 0 1
H -0.840 2.012 -0.121
N -0.220 -0.090 -0.241
H 1.675 0.345 0.470
O -1.296 -0.969 0.027
H 1.621 -0.759 -0.925
N -2.147 0.306 0.141
C 1.129 -0.475 0.007
C -1.034 0.962 -0.041
H 1.113 -1.331 0.683
*
```

Output
**LUMO level**: 0.8 eV
**SMILES string**: Cn1cno1
**Energy above the lowest of the compared OMol25 structures with the same formula, charge and spin**: 102.6 kcal per mole
**Gap between HOMO and LUMO**: 10.2 eV

=====

No. 6
This record from the Open Molecules 2025 dataset describes 4 unconnected molecules or ions with the total composition C36H75BN3O20P4S in a non-equilibrium geometry. The level of theory is ωB97M-V/def2-TZVPD.

```
! RIJCOSX wB97M-V def2-TZVPD def2/J DEFGRID3
* xyz 1 1
H 4.605 -10.028 4.995
N 4.230 1.610 1.135
H 2.491 -3.514 2.781
O -5.616 6.069 -3.332
H -5.238 2.649 0.066
H -3.337 3.697 -1.099
H -9.359 7.157 -2.659
H -0.737 -7.947 3.491
H 7.080 0.559 1.911
H -1.270 -8.090 5.178
C -0.427 -8.234 4.498
H 3.563 2.613 4.060
C -6.232 7.053 -4.145
C 0.305 0.286 -5.140
C 3.677 0.735 -2.748
H 3.689 -10.654 8.894
C -5.646 8.433 -3.929
P 1.604 -9.318 6.660
H -0.191 -9.302 4.496
H -0.230 1.195 -4.853
H 1.758 -3.730 4.940
H -8.935 5.882 -0.544
H -2.661 1.973 -7.874
H -2.249 1.520 3.643
H -7.768 7.097 -0.046
H 3.999 0.566 3.671
P -0.292 0.497 -7.764
H 1.647 -8.707 10.089
O 5.996 2.938 2.062
H -0.004 -1.845 -5.246
C 0.813 1.541 -10.962
C 0.761 -7.408 4.944
C -1.996 2.510 -7.197
H 3.182 -11.049 5.142
C 4.211 2.054 -2.001
O 3.008 -9.062 5.800
H -9.695 8.139 -1.217
H -1.885 2.961 -5.085
H 4.042 -9.228 9.849
H 3.982 -1.867 4.123
O -1.025 -2.523 2.997
C 3.133 -9.707 3.471
H 0.490 -6.350 4.927
C -2.534 2.424 -5.781
N -2.580 1.793 2.691
P -5.627 6.265 -1.633
H -2.353 -0.348 0.181
H -5.791 8.770 -2.898
C 1.343 -2.737 4.517
H 1.383 -2.153 2.275
C 1.689 3.535 -2.646
H 2.369 0.109 4.412
H 0.873 2.787 -2.917
H 5.085 1.890 -1.296
H 0.868 1.210 -12.001
N 2.203 0.651 2.363
H 1.561 5.800 -3.061
H -1.132 0.786 -1.525
O 1.166 -7.712 6.269
O -2.641 -0.201 1.106
H 5.785 -0.265 3.012
C 1.153 0.406 -10.015
C 6.172 -0.152 1.948
O 4.762 -0.364 -0.029
H -3.538 2.851 -5.722
C -0.562 -0.945 -4.978
H -1.986 3.556 -7.517
H 3.463 -8.699 3.204
H 1.166 0.209 -4.469
B -1.886 0.842 1.742
P 2.768 3.054 -1.197
H 2.047 -9.742 3.343
O -5.535 6.526 -0.127
H -0.595 -2.070 6.231
C 2.094 -2.484 3.123
C -4.782 3.552 0.480
O -1.186 1.741 -1.754
H 4.011 -1.717 2.289
H 1.508 2.374 -10.823
H -1.439 -0.902 -5.631
C -4.078 4.336 -0.612
C 4.786 2.573 2.091
C -8.204 6.604 -0.917
H 2.383 3.678 -3.560
H -2.583 1.382 -5.449
H 6.546 -1.167 1.552
H 4.537 4.126 3.726
C 3.515 -10.039 4.900
O -0.831 -4.524 4.370
S -0.496 -3.065 4.293
C -0.264 1.057 1.535
H -4.570 8.425 -4.118
C 5.020 0.384 0.961
H 2.647 0.391 -2.349
H -6.074 6.754 -5.184
O 1.044 0.854 -8.669
O -1.267 -2.238 5.529
H -0.187 1.935 -10.772
H 1.537 -1.952 5.323
H -6.113 9.159 -4.597
O -0.654 2.042 -7.258
H 4.601 2.763 -2.829
O 0.809 0.414 -6.457
C -0.723 2.543 -0.655
H 1.605 -7.523 4.260
O 1.869 -10.783 7.017
O -7.245 5.876 -1.674
O -5.017 4.727 -1.604
H -7.312 7.051 -3.982
H -4.082 3.263 1.265
O 2.093 -8.672 8.102
O -1.163 3.705 -0.567
H 3.585 -10.418 2.774
H -5.592 4.132 0.928
C 3.366 -1.517 3.207
H -3.539 5.197 -0.210
H -8.202 8.384 -2.142
H 3.009 3.892 2.750
C 0.340 1.881 0.340
H 0.365 -0.143 3.404
H 3.509 0.967 -3.858
C -8.909 7.631 -1.782
C 3.891 3.312 3.224
H 2.191 0.098 -10.173
H 1.298 5.389 -1.293
C 1.962 -9.409 9.311
H -0.906 -1.041 -3.946
C 1.896 2.079 0.145
H 1.182 -10.169 9.233
H 0.530 -0.472 -10.195
C 2.786 1.397 1.260
H -2.131 2.709 2.501
C 1.089 5.029 -2.356
C 3.020 0.025 3.467
H -0.038 5.030 -2.599
C 3.300 -10.015 9.690
H 3.214 -10.606 10.604
H 4.403 -0.160 -2.695
C 0.764 0.463 2.523
O -1.291 0.444 -8.924
*
```

Output
**LUMO level**: -5.0 eV
**Gap between HOMO and LUMO**: 6.3 eV

=====

No. 7
This record from the Open Molecules 2025 dataset describes a molecular structure, C26H73B2MnO13 in a non-equilibrium geometry. The level of theory is ωB97M-V/def2-TZVPD.

```
! RIJCOSX wB97M-V def2-TZVPD def2/J DEFGRID3
* xyz -1 6
H 4.346 1.779 1.909
H 4.700 2.122 0.203
H 6.363 -3.031 -6.227
H -3.607 -0.979 -2.405
H 4.667 -0.832 -4.428
H -5.651 0.416 -0.435
H -4.232 0.247 -3.571
H -0.541 -4.252 -0.875
H -3.150 -3.966 3.793
H 0.500 -4.991 -4.859
H -6.405 2.636 -0.584
H 4.128 3.385 1.356
H 1.095 3.915 0.996
H 2.842 3.567 2.994
B 4.062 2.355 1.042
H -0.821 2.877 -0.163
H 0.201 -0.485 2.957
C 2.567 2.876 3.790
H -0.324 -2.714 0.096
H -5.401 -0.842 0.696
O 2.066 -1.226 3.071
C 1.506 0.824 4.236
H -1.297 4.287 -1.025
C 0.962 -0.543 3.735
C -5.003 2.391 1.156
C 6.616 -2.280 -5.478
C -6.097 3.074 0.365
H -8.967 4.615 1.077
O -1.175 -3.571 3.831
C -0.953 -3.577 -0.124
B 4.843 -0.771 1.811
H -0.935 0.971 1.004
O 1.509 -0.107 0.319
H 5.393 0.054 1.385
Mn 3.005 0.349 1.723
H -2.424 -2.727 -3.739
H 6.397 -1.368 -6.034
O 1.017 5.634 -0.319
C -5.081 0.173 0.463
H 2.883 -3.968 -1.235
H 3.418 2.514 4.368
C -2.366 -3.863 1.816
H 1.278 3.673 -0.708
H -0.904 -4.890 5.559
C -1.242 -2.160 -5.377
C 3.493 -2.572 -3.453
H 0.565 -1.237 4.476
H -1.805 0.704 -0.432
H -4.024 0.048 0.229
H 2.559 -2.249 -0.996
O -1.589 4.547 0.942
C 4.515 -1.912 -4.418
C -7.986 4.431 0.639
H -1.900 -2.415 -6.207
H -4.802 2.838 2.129
H 7.692 -2.435 -5.401
H -0.593 6.380 1.439
H 2.410 7.151 -0.489
H 3.022 2.091 0.932
H 3.912 -2.805 -0.200
O -5.275 1.084 1.494
H 2.523 -2.079 -3.383
H -4.085 2.607 0.609
H 1.040 -2.970 2.861
O 4.154 -2.669 -2.253
H -1.872 6.407 0.158
H 2.246 0.700 5.027
H 2.464 6.235 0.954
H 3.148 -3.564 -3.742
O -1.368 -4.448 0.932
C 3.350 -2.990 -1.115
C 0.761 4.289 0.028
H -2.382 -2.773 1.781
H -0.063 -3.410 5.600
H 4.082 -1.080 1.111
H 3.078 5.438 -0.501
H 2.159 -2.910 4.265
H 2.865 -2.924 2.596
C -1.534 5.953 1.090
H -2.258 6.135 1.884
H 4.155 -2.175 -5.412
C -3.346 -0.205 -3.127
C 0.445 0.285 -0.531
H -1.698 -3.246 5.829
O -2.757 -0.718 -4.271
H 1.807 3.290 4.453
H -8.174 4.395 -0.434
H 5.474 -1.626 1.997
C -0.998 -3.848 5.250
O -0.103 -2.986 -5.199
H -3.369 -4.190 1.540
H -2.168 -5.387 3.392
H -7.319 5.288 0.737
C -0.302 -4.387 -5.284
C -1.867 -1.846 -4.058
C -0.960 0.313 0.135
H -1.261 -4.672 -4.850
C 2.016 -2.641 3.218
O 5.871 -2.437 -4.328
C -0.762 3.965 -0.132
H -1.855 -3.285 -0.661
H -1.255 -0.677 0.482
C -2.251 -4.306 3.279
H 4.422 -0.566 2.783
C 2.324 6.128 -0.122
H -2.800 0.585 -2.610
O -7.328 3.284 1.143
H 0.310 -0.492 -1.284
H -0.941 -1.213 -5.826
H 0.663 1.437 4.556
H -1.209 -1.493 -3.264
H -0.135 -4.605 -6.338
H -5.567 3.977 0.065
O 2.102 1.640 3.188
H 0.547 1.226 -1.071
*
```

Output
**LUMO level (alpha / beta)**: 2.2 / 2.2 eV
**<S²>**: 8.75
**Gap between HOMO and LUMO (alpha / beta)**: 6.8 / 7.4 eV

=====

No. 8
This record from the Open Molecules 2025 dataset describes 2 unconnected molecules or ions with the total composition C4H12N2O. The level of theory is ωB97M-V/def2-TZVPD.

```
! RIJCOSX wB97M-V def2-TZVPD def2/J DEFGRID3
* xyz 0 1
H -3.127 0.069 0.367
H -2.493 -0.281 -1.242
C -0.967 -0.005 0.269
H 0.264 -0.710 -1.462
N 3.175 -0.104 -0.095
H 2.046 0.863 1.136
C -2.362 -0.477 -0.182
H -2.497 -1.541 -0.004
H 0.158 1.842 0.243
H 0.584 -1.803 1.132
C -0.828 1.490 -0.040
H -1.592 2.063 0.485
N 2.247 0.868 0.133
H -0.888 -0.159 1.354
H -0.943 1.655 -1.108
H 2.981 -1.020 0.321
O 0.791 -1.792 0.188
H 3.345 -0.179 -1.094
C 0.108 -0.779 -0.402
*
```

Output
**LUMO level (alpha / beta)**: 0.7 / 0.7 eV
**Energy above the lowest of the compared OMol25 structures with the same formula, charge and spin**: 108.1 kcal per mole
**Gap between HOMO and LUMO (alpha / beta)**: 7.3 / 8.5 eV